1.
The following is a quantum chemistry calculation of an isolated ion of composition C5H11N2 and charge +1, from OMol25.

## Properties
Charge: +1
ΔE to the lowest compared entry with this formula, charge and spin: 91.48 kcal/mol
LUMO level: -0.184 Ha
E: -8333.1521 eV
Kohn-Sham gap: 9.9 eV
SMILES: C=N[N+](=C)C(C)C

XYZ file:
```
18
C5H11N2 the ωB97M-V functional and the def2-TZVPD basis
C -2.64613 -0.58245 -0.69130
C -0.76455 1.52280 0.30710
C 1.52853 -0.37613 1.35192
C 1.31900 -0.14696 -1.15450
C 0.65713 -0.55125 0.09727
N -1.70081 -0.53210 0.09235
N -0.62636 0.24855 0.17160
H -3.44491 -1.21755 -0.53191
H -2.85248 0.08536 -1.65892
H -1.64346 2.18451 0.54832
H 0.00540 2.17880 0.83194
H 2.18707 -1.26854 1.41702
H 2.16073 0.58064 1.27274
H 0.94844 -0.22887 2.33467
H 1.67131 0.88068 -1.12261
H 0.60286 -0.51404 -2.00633
H 2.26375 -0.71704 -1.45817
H 0.33449 -1.54641 0.19881
```

Here are the natural (NBO) charges for atoms 1 to 2, given in e: 0.04, -0.02

2.
The following is a quantum chemistry calculation of a 2-piece molecular cluster, CH7O2 overall, from OMol25.

## Properties
Charge: +1
ΔE to the lowest compared entry with this formula, charge and spin: 3.04 kcal/mol
LUMO level: -0.141 Ha
E: -5237.7038 eV
Kohn-Sham gap: 13.9 eV

XYZ file:
```
10
CH7O2 the ωB97M-V functional and the def2-TZVPD basis
O -1.81823 -0.49882 0.88204
H -2.41688 -0.02478 1.47026
H -2.24452 -1.33661 0.66952
H -0.46091 -0.15850 0.45586
C 1.34678 0.18894 -0.95436
O 0.42571 0.31746 0.21893
H 2.18800 -0.38730 -0.59003
H 0.79192 -0.37486 -1.69000
H 1.58745 1.19963 -1.25148
H 0.60068 1.07482 0.78927
```

Here are the natural (NBO) charges for atoms 1 to 2, given in e: -0.95, 0.53

3.
The following is a quantum chemistry calculation of C5H10 as an isolated structure, from OMol25.

## Properties
ΔE to the lowest compared entry with this formula, charge and spin: 136.83 kcal/mol
LUMO level: 0.043 Ha
E: -5341.3326 eV
Kohn-Sham gap: 9.9 eV

XYZ file:
```
15
C5H10 the ωB97M-V functional and the def2-TZVPD basis
C 1.78610 0.09597 0.57481
C 1.14934 -1.03050 0.14195
C -0.90853 -0.60126 -0.67808
C -1.18829 0.69349 -0.86084
C -1.69769 0.06916 0.39564
H 1.74056 0.39764 1.61761
H 2.57082 0.55267 -0.02218
H 0.78294 1.42314 0.09730
H 1.45080 -1.48905 -0.79491
H 0.63164 -1.66953 0.84972
H -0.92616 -1.52914 -1.22753
H -1.51177 1.38212 -1.62808
H 0.07195 1.52483 -0.31557
H -1.18842 0.31950 1.33468
H -2.76328 -0.13905 0.51549
```

Here are the natural (NBO) charges for atoms 1 to 2, given in e: -0.46, -0.41

4.
The following is a quantum chemistry calculation of C4H3AlLiO as an isolated structure, from OMol25.

## Properties
Charge: +1
ΔE to the lowest compared entry with this formula, charge and spin: 23.76 kcal/mol
LUMO level (alpha / beta): -0.204 / -0.204 Ha
E: -13031.8102 eV
Kohn-Sham gap (alpha / beta): 6.9 / 6.9 eV

XYZ file:
```
10
C4H3AlLiO the ωB97M-V functional and the def2-TZVPD basis
C -1.50936 0.70775 -1.99641
C -1.30560 -0.44562 -2.74870
H -1.85700 1.61180 -2.55085
H -1.71824 -0.53703 -3.76628
Al 1.38716 -0.17499 1.07193
C -0.32188 -0.11771 0.16816
C 0.08725 -1.18395 -0.72368
O 1.05742 -1.77033 -1.19433
H -1.30310 0.18604 0.52844
Li 2.28777 -0.28321 -1.61532
```

Here are the natural (NBO) charges for atoms 1 to 2, given in e: -0.24, -0.35

5.
The following is a quantum chemistry calculation of C20H15BCo2NO6 as an isolated structure, from OMol25.

## Properties
Charge: -1
ΔE to the lowest compared entry with this formula, charge and spin: 99.49 kcal/mol
LUMO level: 0.055 Ha
E: -110682.3194 eV
Kohn-Sham gap: 2.9 eV

XYZ file:
```
45
C20H15BCo2NO6 the ωB97M-V functional and the def2-TZVPD basis
O -2.23494 1.47718 2.96848
C -1.40071 1.68587 2.18701
Co -0.43463 1.83455 0.73280
C -0.54029 1.24922 -0.94739
O -0.81043 0.71984 -1.93364
C -1.87036 2.77566 0.23180
O -2.91615 3.21707 -0.02536
C 1.40123 1.87762 1.14043
C 0.91039 0.64842 1.12836
C 1.05940 -0.79368 1.10425
C 2.42676 -1.26221 0.56614
C 3.14153 -2.26576 1.25035
C 4.41605 -2.66989 0.82929
C 5.07598 -1.93526 -0.17523
C 4.35845 -0.97470 -0.90172
C 3.04645 -0.64995 -0.54463
Co 1.26534 3.18324 -0.38814
C -0.03428 4.37623 -0.68685
O -0.71752 5.27494 -0.95571
C 1.56613 2.41542 -1.96646
O 1.81317 1.94259 -2.98345
C 2.57809 4.19079 0.17969
O 3.43542 4.79409 0.64547
H 1.95024 2.26733 2.03438
H 0.78549 -1.32235 2.05984
H 2.71850 -2.67585 2.17132
H 4.94439 -3.48482 1.34715
H 6.12957 -2.12915 -0.39734
H 4.85465 -0.49609 -1.75925
H 2.56052 0.18742 -1.06226
H 0.30739 -1.12393 0.44521
B -1.43669 -2.38616 -0.03707
N -2.74067 -1.79039 -0.23921
C -3.55680 -2.58471 -0.99294
C -4.87857 -2.26387 -1.22743
C -5.33574 -0.99763 -0.82531
C -4.47529 -0.14074 -0.13156
C -3.21628 -0.59625 0.21291
H -0.65591 -2.26946 -0.94798
H -1.19299 -2.95417 0.98168
H -3.07070 -3.48745 -1.34280
H -5.50471 -3.01502 -1.72449
H -6.36147 -0.70992 -1.04109
H -4.78570 0.87427 0.15511
H -2.57432 -0.01235 0.86565
```

Here are the natural (NBO) charges for atoms 1 to 2, given in e: -0.55, 0.54

6.
The following is a quantum chemistry calculation of C25H26I2N6STi as an isolated structure, from OMol25.

## Properties
Multiplicity: 3
Charge: +2
ΔE to the lowest compared entry with this formula, charge and spin: 0.00 kcal/mol
LUMO level (alpha / beta): -0.205 / -0.207 Ha
E: -85427.1496 eV
Expectation value of S²: 2.00
Kohn-Sham gap (alpha / beta): 6.9 / 7.3 eV

XYZ file:
```
61
C25H26I2N6STi the ωB97M-V functional and the def2-TZVPD basis
Ti 3.24097 6.68559 14.85655
C 2.57202 8.93578 16.86135
N 3.83472 8.34159 16.37783
C 4.59894 7.73634 17.50846
C 4.09494 6.39237 17.92403
C 4.16208 6.00351 19.24149
C 3.84001 4.65846 19.53650
C 3.53124 3.85850 18.48560
C 3.39885 4.37601 17.21024
N 3.75780 5.56703 16.86389
C 4.77354 9.30616 15.68039
C 4.44033 9.49637 14.22535
C 4.72079 10.70164 13.66072
C 4.35764 10.92918 12.35068
C 3.75198 9.90255 11.63383
C 3.50832 8.71990 12.34924
N 3.71851 8.53028 13.61253
C 1.42406 7.95263 16.79456
C 0.28675 8.03888 17.63958
C -0.75976 7.15362 17.56600
C -0.70117 6.21286 16.49548
C 0.37977 6.23146 15.69839
N 1.35286 7.12150 15.78370
H 2.32564 9.73679 16.15560
H 2.73763 9.28016 17.84844
H 4.54876 8.42304 18.40307
H 5.67456 7.63711 17.24903
H 4.57787 6.65629 20.05069
H 4.13458 4.25627 20.45138
H 3.44159 2.74167 18.56654
H 3.12227 3.69574 16.41902
H 5.79307 8.96160 15.82716
H 4.76087 10.35811 16.03776
H 5.32879 11.40867 14.25469
H 4.63135 11.84155 11.85894
H 3.41283 10.02129 10.58808
H 2.98488 7.87976 11.92592
H 0.34720 8.80683 18.41633
H -1.68906 7.11050 18.15798
H -1.53524 5.50191 16.33717
H 0.37526 5.59209 14.83297
I 7.17355 4.13021 17.26534
C 6.60389 4.26313 15.26963
I 6.21109 6.17270 14.40413
H 5.71538 3.65764 15.11774
H 7.39738 3.82029 14.73133
N 1.25018 2.93512 8.83601
C 0.54120 3.42782 9.86577
S -1.05060 3.16256 10.13104
C 1.22494 4.23022 10.88800
C 2.42647 3.81455 11.51418
C 2.88482 4.45700 12.62041
N 2.31329 5.57661 13.12689
C 1.12460 6.03749 12.58847
C 0.53209 5.39434 11.45599
H 0.77377 2.37769 8.23848
H 2.24803 3.02836 8.81666
H 2.92433 2.96212 11.02968
H 3.91251 4.18690 12.96327
H 0.77964 6.93732 13.12040
H -0.34496 5.78848 10.99088
```

Here are the natural (NBO) charges for atoms 1 to 2, given in e: 1.21, -0.25